This record from OMol25 describes the molecule C7H11N in a non-equilibrium geometry. The level of theory is wB97M-V/def2-TZVPD.

Calculated values
2S+1   1
LUMO   1.026 eV
E_HOMO   -8.000 eV
SMILES   CN1CC=C[C@@H]2C[C@H]21
ΔE to the lowest compared entry with this formula, charge and spin   822.7 kJ/mol

Last column: Mulliken charge in e.
Atoms and positions in Å:
C (-0.782, 1.782, 1.016)  -0.88
N (-0.835, 0.709, 0.016)  -0.33
C (-0.700, -0.295, 1.089)  -0.21
C (0.034, -1.543, 0.928)  -0.26
C (0.841, -1.777, -0.177)  -0.73
C (0.420, -0.977, -1.248)  0.07
C (0.659, 0.326, -2.286)  -0.83
C (0.298, 0.496, -0.889)  0.40
H (0.190, 1.767, 1.773)  0.34
H (-0.921, 2.591, 0.373)  0.44
H (-1.562, 1.586, 1.751)  0.25
H (-1.706, -0.336, 1.891)  0.11
H (0.308, 0.250, 1.508)  0.16
H (0.305, -2.218, 1.858)  0.25
H (1.775, -2.534, -0.106)  0.23
H (-0.673, -1.425, -1.547)  0.13
H (1.520, 0.638, -2.754)  0.32
H (-0.152, 0.241, -3.128)  0.22
H (0.982, 0.719, -0.068)  0.33



This record from OMol25 describes a cluster of 7 separate species, C2H17NO7 in total in a non-equilibrium geometry. The level of theory is wB97M-V/def2-TZVPD.

Calculated values
2S+1   1
LUMO   0.320 eV
E_HOMO   -8.982 eV
SMILES   NCC=O.O.O.O.O.O.O
ΔE to the lowest compared entry with this formula, charge and spin   28.7 kJ/mol

Last column: Mulliken charge in e.
Atoms and positions in Å:
N (2.142, -1.833, -1.890)  -0.53
C (0.791, -2.157, -1.541)  -0.63
C (-0.139, -0.909, -1.386)  0.23
O (0.016, 0.159, -1.928)  -0.68
H (2.250, -0.938, -2.350)  0.23
H (2.849, -1.882, -1.167)  0.27
H (0.846, -2.703, -0.615)  0.32
H (0.397, -2.735, -2.431)  0.25
H (-1.078, -1.023, -0.786)  0.44
O (-2.487, 1.116, -0.199)  -0.68
H (-2.116, 1.276, 0.681)  0.34
H (-2.552, 2.010, -0.553)  0.35
O (0.064, 2.532, 1.751)  -0.61
H (-0.203, 2.549, 0.809)  0.39
H (0.711, 3.177, 2.037)  0.27
O (1.057, -0.247, 0.801)  -0.61
H (1.413, 0.632, 0.968)  0.28
H (0.119, -0.030, 0.922)  0.33
O (-1.975, 0.088, 2.311)  -0.58
H (-1.854, 0.513, 3.162)  0.27
H (-2.783, -0.413, 2.211)  0.28
O (1.647, -2.553, 1.701)  -0.69
H (1.203, -2.077, 0.974)  0.35
H (1.577, -1.791, 2.295)  0.34
O (-0.617, 2.574, -0.984)  -0.71
H (-0.772, 1.645, -1.290)  0.52
H (-0.133, 3.043, -1.664)  0.25



This record from OMol25 describes a structure of composition C39H46CoFN5O3P. The level of theory is wB97M-V/def2-TZVPD.

Calculated values
2S+1   4
Total charge   +1
LUMO (alpha / beta)   -2.204 / -2.203 eV
E_HOMO (alpha / beta)   -10.530 / -10.692 eV
ΔE to the lowest compared entry with this formula, charge and spin   0.0 kJ/mol

Last column: Mulliken charge in e.
Atoms and positions in Å:
Co (-0.973, 1.116, -0.493)  1.69
C (-3.812, 0.057, -0.335)  -1.28
C (-3.614, 0.048, 1.183)  -0.26
C (-3.187, 1.375, 1.742)  0.70
C (-3.778, 1.873, 2.898)  -1.00
C (-3.399, 3.109, 3.384)  -0.58
C (-2.446, 3.832, 2.685)  -1.21
C (-1.901, 3.266, 1.550)  -0.42
N (-2.241, 2.058, 1.086)  0.78
N (-2.622, -0.399, -1.089)  0.76
C (-2.811, -0.094, -2.521)  -1.36
C (-2.803, 1.379, -2.812)  0.48
C (-3.533, 1.902, -3.869)  -1.07
C (-3.455, 3.257, -4.138)  -0.71
C (-2.659, 4.058, -3.332)  -0.89
C (-1.972, 3.461, -2.295)  -0.71
N (-2.033, 2.152, -2.040)  1.01
C (-2.553, -1.865, -0.911)  -1.76
C (-1.339, -2.632, -1.388)  0.58
C (-0.945, -3.744, -0.645)  -0.65
C (0.084, -4.535, -1.122)  -0.30
C (0.718, -4.170, -2.300)  -0.85
C (0.270, -3.037, -2.961)  -0.34
N (-0.753, -2.299, -2.532)  -0.18
H (-4.053, 1.071, -0.657)  0.58
H (-4.666, -0.578, -0.606)  0.49
H (-2.866, -0.693, 1.469)  -0.26
H (-4.546, -0.245, 1.667)  0.47
H (-4.538, 1.289, 3.399)  0.50
H (-3.850, 3.508, 4.283)  0.43
H (-2.127, 4.813, 3.007)  0.53
H (-1.154, 3.793, 0.976)  0.49
H (-3.749, -0.536, -2.882)  0.61
H (-1.986, -0.564, -3.059)  0.61
H (-4.151, 1.249, -4.470)  0.53
H (-4.012, 3.684, -4.960)  0.43
H (-2.572, 5.121, -3.500)  0.52
H (-1.333, 4.037, -1.640)  0.56
H (-3.437, -2.306, -1.399)  0.50
H (-2.658, -2.076, 0.151)  0.55
H (-1.446, -3.988, 0.284)  0.44
H (0.389, -5.422, -0.579)  0.57
H (1.533, -4.751, -2.710)  0.46
H (0.742, -2.704, -3.877)  0.43
C (4.504, -4.005, -0.135)  -1.85
C (3.352, -4.294, 0.812)  0.72
C (3.849, -4.637, 2.208)  -1.07
C (2.683, -5.042, 3.092)  -1.10
C (1.617, -3.979, 3.075)  0.88
C (0.732, -3.858, 4.122)  -0.72
C (-0.227, -2.850, 4.118)  0.00
F (-1.069, -2.768, 5.160)  -0.37
C (-0.319, -1.946, 3.101)  -1.10
C (0.565, -2.052, 2.019)  0.81
C (0.444, -1.091, 0.920)  0.42
O (-0.432, -0.191, 1.016)  -0.77
C (1.348, -1.271, -0.158)  -0.41
C (2.268, -2.287, -0.090)  -0.71
N (2.394, -3.160, 0.910)  0.57
C (1.527, -3.071, 1.999)  -0.58
C (1.396, -0.458, -1.438)  0.27
O (2.326, -0.662, -2.209)  -0.82
O (0.473, 0.410, -1.628)  -0.59
H (5.213, -4.830, -0.066)  0.48
H (5.023, -3.087, 0.145)  0.33
H (4.196, -3.931, -1.176)  0.49
H (2.784, -5.151, 0.432)  0.09
H (4.367, -3.770, 2.626)  0.34
H (4.572, -5.448, 2.132)  0.37
H (3.010, -5.209, 4.118)  0.48
H (2.266, -5.989, 2.736)  0.34
H (0.783, -4.535, 4.965)  0.53
H (-1.043, -1.144, 3.122)  0.65
H (2.942, -2.376, -0.927)  0.70
C (3.551, 2.498, 1.180)  -1.57
C (2.131, 1.982, 0.962)  -0.44
P (1.073, 2.907, -0.229)  1.23
C (2.116, 2.961, -1.744)  -1.00
C (1.345, 3.265, -3.027)  -1.05
C (1.263, 4.621, 0.444)  -0.77
C (0.513, 5.705, -0.329)  -1.12
H (4.102, 1.817, 1.831)  0.45
H (3.562, 3.478, 1.656)  0.35
H (4.100, 2.569, 0.241)  0.32
H (1.579, 1.952, 1.907)  0.37
H (2.166, 0.953, 0.601)  0.05
H (2.575, 1.974, -1.838)  0.49
H (2.919, 3.687, -1.589)  0.62
H (0.605, 2.487, -3.209)  0.02
H (2.026, 3.286, -3.878)  0.50
H (0.838, 4.231, -2.989)  0.20
H (2.329, 4.859, 0.457)  0.69
H (0.937, 4.604, 1.489)  0.47
H (0.825, 5.734, -1.374)  0.32
H (0.707, 6.689, 0.097)  0.37
H (-0.568, 5.553, -0.304)  0.21



This record from OMol25 describes a cluster of 2 separate species, C4H10O2S in total in a non-equilibrium geometry. The level of theory is wB97M-V/def2-TZVPD.

Calculated values
2S+1   1
LUMO   0.680 eV
E_HOMO   -9.198 eV
SMILES   O=CCCCS.O
ΔE to the lowest compared entry with this formula, charge and spin   168.2 kJ/mol

Last column: Mulliken charge in e.
Atoms and positions in Å:
O (-0.750, 2.406, -1.052)  -0.46
C (-0.032, 1.713, -1.735)  -0.12
C (0.638, 0.469, -1.245)  -0.29
C (1.030, 0.663, 0.277)  -0.94
C (0.405, -0.478, 1.155)  0.22
S (-0.861, 0.363, 2.212)  -0.26
H (0.048, 2.068, -2.789)  0.38
H (1.565, 0.396, -1.852)  0.28
H (0.013, -0.395, -1.446)  0.30
H (2.100, 0.840, 0.378)  0.41
H (0.575, 1.596, 0.609)  0.42
H (1.155, -1.041, 1.684)  0.42
H (-0.144, -1.216, 0.549)  -0.45
H (-0.591, -0.087, 3.402)  0.11
O (-1.849, -2.482, -0.375)  -0.65
H (-2.197, -1.863, 0.269)  0.33
H (-1.105, -2.953, -0.043)  0.30



This record from OMol25 describes the molecule C5H8O. The level of theory is wB97M-V/def2-TZVPD.

Calculated values
2S+1   1
LUMO   1.075 eV
E_HOMO   -9.695 eV
SMILES   C#C[C@H](C)OC
ΔE to the lowest compared entry with this formula, charge and spin   253.5 kJ/mol

Last column: Mulliken charge in e.
Atoms and positions in Å:
C (-1.263, -1.714, -1.008)  0.16
C (-0.625, -0.727, -0.745)  -0.70
C (0.163, 0.491, -0.468)  0.44
C (1.591, 0.318, -0.978)  -1.31
O (0.270, 0.828, 0.904)  -0.36
C (-0.754, 0.394, 1.768)  -0.71
H (-1.833, -2.588, -1.243)  0.42
H (-0.327, 1.323, -1.002)  0.17
H (1.617, 0.275, -2.071)  0.37
H (2.202, 1.152, -0.621)  0.33
H (2.003, -0.615, -0.582)  0.33
H (-1.759, 0.561, 1.358)  0.32
H (-0.640, 0.974, 2.687)  0.25
H (-0.645, -0.673, 2.000)  0.28



This record from OMol25 describes a cluster of 4 separate species, C29H54Cl2NO10S in total in a non-equilibrium geometry. The level of theory is wB97M-V/def2-TZVPD.

Calculated values
2S+1   1
Total charge   +1
LUMO   -3.675 eV
E_HOMO   -11.804 eV

Last column: Mulliken charge in e.
Atoms and positions in Å:
C (-0.111, -1.791, 2.522)  -0.61
C (-0.051, -0.520, 2.143)  -1.24
C (-0.165, 0.996, 1.598)  1.69
C (-1.549, 1.482, 2.275)  -0.98
C (-1.680, 3.076, 2.516)  -0.53
C (-1.349, 3.448, 4.072)  0.41
O (-0.375, 4.166, 4.452)  -0.51
O (-2.249, 2.835, 5.046)  -0.46
C (1.005, 1.733, 2.421)  -2.21
N (1.417, 2.942, 1.631)  1.60
O (2.065, 4.043, 2.039)  -0.30
C (2.811, 3.840, 3.278)  -0.43
C (4.103, 2.865, 3.147)  0.24
C (3.964, 1.637, 4.219)  -1.16
O (4.397, 2.432, 1.793)  -0.41
C (1.005, 2.730, 0.355)  -1.50
C (1.222, 3.673, -0.927)  -0.63
C (2.641, 4.427, -1.012)  -0.81
O (3.779, 3.571, -1.300)  -0.08
C (4.900, 4.499, -1.514)  -0.38
C (6.219, 3.595, -1.822)  -0.86
C (0.172, 1.334, 0.056)  1.45
C (-1.275, 1.526, -0.662)  -0.01
Cl (-2.105, 3.184, -0.847)  -0.10
C (-2.063, 0.416, -1.185)  -0.03
C (-1.582, -1.114, -1.094)  -0.31
Cl (-3.723, 0.723, -1.959)  -0.16
S (1.498, 0.358, -0.846)  1.74
C (1.389, 0.514, -2.716)  -0.99
O (1.510, -1.123, -0.545)  -0.63
O (2.831, 0.906, -0.309)  -0.61
H (-0.478, -2.764, 3.044)  0.34
H (-1.572, 0.995, 3.337)  0.71
H (-2.506, 1.066, 1.752)  0.40
H (-2.814, 3.331, 2.389)  0.29
H (-1.125, 3.738, 1.762)  0.19
H (-3.127, 2.842, 4.563)  0.37
H (1.912, 1.018, 2.234)  0.48
H (0.946, 1.796, 3.571)  0.60
H (3.235, 4.889, 3.567)  0.29
H (2.141, 3.544, 4.188)  0.19
H (5.040, 3.465, 3.506)  0.52
H (5.006, 1.250, 4.544)  0.36
H (3.379, 0.735, 3.814)  0.27
H (3.457, 2.040, 5.182)  0.32
H (5.394, 2.387, 1.756)  0.31
H (1.044, 3.160, -1.943)  0.15
H (0.410, 4.511, -0.855)  0.42
H (2.560, 5.171, -1.913)  0.43
H (2.914, 5.074, -0.101)  0.32
H (5.050, 5.145, -0.562)  0.27
H (4.728, 5.220, -2.395)  0.32
H (5.900, 2.762, -2.572)  0.23
H (6.590, 3.114, -0.827)  0.17
H (7.030, 4.278, -2.293)  0.34
H (-1.358, -1.496, -0.035)  0.03
H (-2.428, -1.792, -1.526)  0.40
H (-0.693, -1.240, -1.833)  -0.03
H (2.475, 0.777, -3.055)  0.42
H (0.626, 1.299, -3.069)  0.30
H (1.180, -0.537, -3.144)  0.33
C (-0.582, -6.607, 3.585)  -1.22
C (0.588, -5.903, 4.254)  0.43
C (1.173, -6.746, 5.376)  -1.29
O (0.150, -4.651, 4.781)  -0.53
H (-1.390, -6.789, 4.301)  0.32
H (-1.000, -5.985, 2.788)  0.29
H (-0.273, -7.564, 3.156)  0.37
H (1.363, -5.691, 3.511)  0.28
H (0.426, -6.933, 6.155)  0.35
H (2.006, -6.223, 5.855)  0.32
H (1.534, -7.707, 5.000)  0.37
H (-0.537, -4.829, 5.440)  0.33
C (-0.294, -3.645, -6.795)  -1.23
C (0.878, -2.945, -6.126)  0.33
C (1.459, -3.789, -5.002)  -1.15
O (0.443, -1.691, -5.601)  -0.52
H (-1.104, -3.823, -6.080)  0.31
H (-0.709, -3.022, -7.593)  0.32
H (0.011, -4.603, -7.223)  0.38
H (1.654, -2.736, -6.868)  0.28
H (0.710, -3.972, -4.224)  0.27
H (2.293, -3.268, -4.522)  0.27
H (1.816, -4.752, -5.376)  0.41
H (-0.245, -1.865, -4.943)  0.32
C (-6.976, -0.315, -3.499)  -1.01
C (-7.762, -1.540, -3.060)  0.30
C (-9.053, -1.149, -2.359)  -1.20
O (-6.962, -2.323, -2.176)  -0.53
H (-6.697, 0.301, -2.636)  0.18
H (-6.045, -0.611, -3.990)  0.28
H (-7.558, 0.300, -4.192)  0.39
H (-7.990, -2.162, -3.930)  0.29
H (-8.847, -0.563, -1.457)  0.31
H (-9.601, -2.039, -2.039)  0.32
H (-9.697, -0.560, -3.018)  0.35
H (-6.755, -1.780, -1.401)  0.34



Question: Among the records above, which one has the highest 2S+1?
Answer: C39H46CoFN5O3P